Here is 5 unconnected molecules or ions with the total composition C42H40F8I2N6O2 from the OMol25 dataset. Energies are from ωB97M-V/def2-TZVPD.

Output
Gap between HOMO and LUMO   7.31 eV
SMILES string   C/C(I)=C(\I)c1c(CCCC(F)(F)C(F)(F)F)c(CCC(F)=C(F)F)c(-c2ccccn2)c2c1C(=O)N(C)C2=O.c1cc[nH]c1.c1cc[nH]c1.c1cc[nH]c1.c1cc[nH]c1

Last column: Löwdin charge in e.
Element x y z (Å)
C 3.897 -0.753 4.567  -0.19
C 3.264 -0.278 3.304  -0.75
I 4.678 -0.025 1.742  1.04
C 1.977 -0.047 3.084  -0.70
I 0.564 -0.373 4.640  0.98
C 1.377 0.421 1.803  -0.22
C 0.859 1.728 1.637  -0.08
C 0.922 2.695 2.800  -0.14
C 1.862 3.892 2.606  -0.15
C 3.348 3.489 2.484  -0.07
C 4.089 4.486 1.625  -0.45
F 5.425 4.387 1.886  0.11
F 3.748 5.760 1.919  0.13
C 3.954 4.251 0.104  -0.56
F 4.896 4.910 -0.566  0.18
F 2.769 4.666 -0.356  0.17
F 4.091 2.957 -0.180  0.14
C 0.322 2.121 0.392  -0.06
C -0.279 3.492 0.124  -0.10
C -1.822 3.437 0.014  -0.08
C -2.540 3.866 1.251  -0.19
F -3.874 3.645 1.237  0.07
C -2.033 4.404 2.367  -0.31
F -1.138 5.381 2.376  0.14
F -2.318 4.031 3.610  0.13
C 0.328 1.220 -0.690  -0.04
C -0.172 1.590 -2.054  -0.27
C 0.739 2.115 -2.967  -0.01
C 0.279 2.439 -4.235  -0.05
C -1.061 2.228 -4.525  -0.05
C -1.866 1.678 -3.542  -0.12
N -1.456 1.354 -2.315  0.14
C 0.821 -0.053 -0.485  -0.01
C 1.337 -0.461 0.727  -0.06
C 1.806 -1.872 0.589  -0.39
O 2.231 -2.629 1.409  0.11
N 1.691 -2.194 -0.790  0.03
C 1.126 -3.538 -1.023  -0.02
C 0.912 -1.199 -1.432  -0.36
O 0.415 -1.337 -2.507  0.15
H 3.203 -0.813 5.396  0.01
H 4.665 -0.028 4.846  0.07
H 4.422 -1.689 4.390  0.08
H 1.230 2.198 3.712  0.06
H -0.077 3.077 2.993  0.10
H 1.762 4.518 3.491  0.13
H 1.598 4.528 1.770  0.09
H 3.428 2.493 2.065  0.04
H 3.805 3.503 3.470  0.14
H 0.078 3.782 -0.861  0.11
H 0.035 4.254 0.817  0.08
H -2.185 2.445 -0.244  0.12
H -2.121 4.117 -0.790  0.13
H 1.768 2.249 -2.666  0.12
H 0.982 2.848 -4.946  0.10
H -1.419 2.498 -5.506  0.11
H -2.907 1.490 -3.776  0.11
H 1.161 -3.829 -2.065  0.09
H 0.086 -3.561 -0.693  0.09
H 1.687 -4.275 -0.459  0.09
C -5.329 0.587 6.124  -0.11
C -6.291 1.212 5.285  -0.11
C -5.608 2.007 4.404  -0.14
N -4.274 1.890 4.680  0.01
C -4.094 1.025 5.723  -0.14
H -5.521 -0.104 6.927  0.09
H -7.360 1.090 5.324  0.09
H -5.954 2.644 3.607  0.10
H -3.540 2.366 4.190  0.11
H -3.108 0.795 6.089  0.10
C -2.126 -7.210 -1.538  -0.11
C -1.404 -7.768 -2.628  -0.11
C -0.970 -6.728 -3.406  -0.15
N -1.407 -5.565 -2.831  0.00
C -2.109 -5.851 -1.690  -0.14
H -2.602 -7.745 -0.733  0.09
H -1.223 -8.813 -2.817  0.09
H -0.392 -6.715 -4.314  0.10
H -1.237 -4.643 -3.190  0.14
H -2.533 -5.066 -1.086  0.10
C 0.438 0.536 -9.013  -0.11
C 0.692 -0.247 -7.854  -0.11
C 1.750 0.323 -7.201  -0.15
N 2.147 1.418 -7.921  0.00
C 1.350 1.556 -9.025  -0.15
H -0.328 0.368 -9.752  0.09
H 0.158 -1.127 -7.537  0.09
H 2.253 0.046 -6.290  0.11
H 2.907 2.025 -7.677  0.14
H 1.502 2.363 -9.721  0.10
C -2.346 -5.589 2.606  -0.11
C -1.525 -6.746 2.532  -0.12
C -0.307 -6.352 2.048  -0.14
N -0.360 -5.005 1.823  0.02
C -1.598 -4.530 2.162  -0.15
H -3.366 -5.538 2.948  0.09
H -1.798 -7.752 2.805  0.09
H 0.590 -6.912 1.846  0.11
H 0.397 -4.450 1.467  0.10
H -1.839 -3.485 2.062  0.10

***

Here is a molecular structure, C42H40FGeN3O6W from the OMol25 dataset. Energies are from ωB97M-V/def2-TZVPD.

Output
Total charge   +4
ΔE to the lowest compared entry with this formula, charge and spin   16.1 kcal per mole
Gap between HOMO and LUMO (spin up / spin down)   6.06 / 6.06 eV

Last column: Löwdin charge in e.
Element x y z (Å)
W 0.009 0.426 0.526  1.83
O -1.842 -0.566 1.283  -0.15
C -1.704 -2.175 1.118  -0.16
C -0.273 -1.844 0.678  -0.44
O 0.468 -1.341 1.575  0.01
O -0.090 -1.362 -0.515  -0.05
C -2.641 -2.598 0.038  -0.22
C -2.213 -3.282 -1.092  -0.01
C -3.148 -3.709 -2.027  -0.03
C -4.495 -3.423 -1.855  -0.03
C -4.926 -2.732 -0.725  -0.03
C -4.003 -2.341 0.231  -0.03
C -1.876 -2.835 2.442  -0.16
C -2.398 -4.129 2.475  0.01
C -2.526 -4.795 3.684  -0.02
C -2.161 -4.166 4.864  -0.03
C -1.656 -2.872 4.838  -0.05
C -1.500 -2.209 3.634  -0.02
H -2.750 -0.349 1.014  0.10
H -1.167 -3.517 -1.241  0.13
H -2.819 -4.274 -2.889  0.13
H -5.215 -3.760 -2.589  0.13
H -5.978 -2.534 -0.573  0.13
H -4.354 -1.884 1.153  0.14
H -2.695 -4.625 1.561  0.13
H -2.923 -5.800 3.702  0.13
H -2.278 -4.681 5.808  0.12
H -1.388 -2.380 5.763  0.11
H -1.115 -1.199 3.619  0.09
C 4.767 5.295 4.498  -0.04
C 5.079 3.863 4.103  -0.14
N 3.857 3.127 3.662  0.02
C 3.638 3.019 2.364  0.09
C 2.524 2.384 1.832  -0.01
C 2.424 2.331 0.368  -0.42
O 3.123 2.857 -0.423  0.22
O 1.345 1.542 -0.068  -0.22
C 1.589 1.816 2.699  -0.19
O 0.527 1.174 2.243  -0.18
C 1.807 1.922 4.094  -0.04
C 0.910 1.376 5.038  0.11
C 1.154 1.495 6.363  -0.17
F 0.246 1.032 7.228  0.11
C 2.311 2.152 6.889  -0.11
C 3.184 2.703 5.954  0.08
C 2.952 2.597 4.578  -0.08
N 2.505 2.273 8.238  -0.05
C 3.507 3.200 8.751  -0.13
C 3.170 3.634 10.170  -0.05
N 3.062 2.442 11.109  0.09
C 3.000 1.137 10.361  -0.07
C 2.029 1.262 9.201  -0.10
H 5.687 5.784 4.815  0.10
H 4.048 5.353 5.316  0.07
H 4.368 5.853 3.652  0.09
H 5.540 3.287 4.902  0.13
H 5.770 3.833 3.263  0.14
H 4.376 3.450 1.699  0.17
H 0.004 0.883 4.713  0.14
H 4.078 3.196 6.297  0.10
H 3.494 4.116 8.160  0.14
H 4.522 2.792 8.697  0.15
H 2.215 4.155 10.203  0.15
H 3.941 4.300 10.552  0.15
H 2.220 2.541 11.679  0.19
H 3.842 2.430 11.771  0.19
H 2.676 0.364 11.055  0.15
H 4.010 0.903 10.032  0.15
H 1.029 1.506 9.568  0.14
H 1.972 0.284 8.729  0.14
Ge -1.680 2.387 -0.305  1.14
C -1.129 4.184 -0.234  -0.37
C -2.015 5.100 0.342  -0.10
C -1.698 6.450 0.322  -0.04
C -0.518 6.875 -0.272  -0.02
C 0.364 5.962 -0.847  -0.04
C 0.064 4.613 -0.831  -0.10
C -0.928 1.007 -1.508  -0.49
C -2.069 0.237 -1.909  -0.12
C -2.267 -0.111 -3.227  -0.01
C -1.345 0.280 -4.190  0.04
C -0.215 1.024 -3.843  0.00
C -0.002 1.383 -2.535  -0.06
H -3.092 2.042 0.151  0.02
H -2.949 4.775 0.786  0.11
H -2.382 7.169 0.751  0.13
H -0.285 7.931 -0.303  0.13
H 1.271 6.310 -1.323  0.13
H 0.740 3.910 -1.302  0.08
H -2.809 -0.084 -1.186  0.09
H -3.141 -0.685 -3.502  0.13
H -1.501 0.012 -5.227  0.14
H 0.492 1.317 -4.607  0.14
H 0.883 1.949 -2.280  0.10

***

Here is a molecular structure, C42H40FI4N7O5Sc from the OMol25 dataset. Energies are from ωB97M-V/def2-TZVPD.

Output
Total charge   +1
ΔE to the lowest compared entry with this formula, charge and spin   0.0 kcal per mole
Gap between HOMO and LUMO   5.91 eV

Last column: Löwdin charge in e.
Element x y z (Å)
Sc -0.048 -1.931 -0.382  1.05
I -7.132 0.280 1.476  0.85
C -5.091 0.133 1.063  -0.75
C -4.168 0.643 1.960  -0.24
C -2.816 0.522 1.678  -0.61
I -1.429 1.312 3.025  1.01
C -2.337 -0.117 0.526  -0.42
O -1.054 -0.270 0.290  -0.19
C -3.308 -0.609 -0.379  -0.15
C -2.827 -1.300 -1.630  -0.13
N -2.086 -2.535 -1.318  -0.10
C -2.889 -3.517 -0.592  -0.11
C -2.725 -3.323 0.893  -0.25
C -3.766 -3.516 1.788  0.00
C -3.527 -3.331 3.138  -0.04
C -2.251 -2.979 3.550  -0.04
C -1.269 -2.814 2.591  -0.09
N -1.497 -2.966 1.284  0.07
C -4.658 -0.482 -0.106  -0.11
H -4.492 1.128 2.871  0.08
H -2.148 -0.656 -2.188  0.07
H -3.689 -1.523 -2.268  0.13
H -1.747 -2.966 -2.185  0.07
H -2.529 -4.514 -0.860  0.13
H -3.948 -3.470 -0.866  0.13
H -4.749 -3.783 1.422  0.12
H -4.325 -3.458 3.858  0.12
H -2.014 -2.830 4.593  0.11
H -0.259 -2.552 2.874  0.11
H -5.382 -0.873 -0.811  0.10
I 4.393 -2.453 -6.787  0.85
C 2.992 -2.106 -5.280  -0.75
C 1.894 -1.301 -5.531  -0.23
C 0.960 -1.104 -4.528  -0.63
I -0.712 0.085 -4.899  0.94
C 1.081 -1.687 -3.255  -0.41
O 0.179 -1.489 -2.330  -0.23
C 2.200 -2.529 -3.044  -0.15
C 2.370 -3.237 -1.723  -0.13
N 1.135 -3.885 -1.224  -0.09
C 0.732 -5.068 -2.007  -0.11
C 0.221 -4.766 -3.396  -0.26
C 0.965 -5.104 -4.520  -0.02
C 0.480 -4.777 -5.774  -0.04
C -0.745 -4.138 -5.869  -0.05
C -1.434 -3.868 -4.700  -0.13
N -0.972 -4.177 -3.489  0.11
C 3.139 -2.715 -4.044  -0.13
H 1.760 -0.835 -6.497  0.08
H 3.170 -3.981 -1.816  0.13
H 2.680 -2.524 -0.956  0.11
H 1.353 -4.206 -0.283  0.11
H 1.574 -5.765 -2.089  0.13
H -0.060 -5.569 -1.447  0.13
H 1.926 -5.587 -4.406  0.12
H 1.057 -5.007 -6.660  0.12
H -1.162 -3.850 -6.824  0.11
H -2.399 -3.374 -4.734  0.11
H 3.985 -3.368 -3.860  0.10
C 4.319 2.727 4.310  -0.06
C 2.985 2.017 4.477  -0.18
N 2.505 1.421 3.226  -0.03
C 2.542 0.082 3.076  0.04
C 2.163 -0.586 1.952  -0.02
C 2.080 -2.095 2.013  -0.58
O 2.650 -2.681 2.918  0.07
O 1.336 -2.633 1.109  -0.14
C 1.793 0.156 0.793  -0.29
O 1.528 -0.347 -0.310  -0.03
C 1.658 1.599 0.985  -0.07
C 1.026 2.332 -0.025  0.11
C 0.723 3.639 0.205  -0.19
F 0.068 4.363 -0.732  0.08
C 1.034 4.270 1.415  -0.18
C 1.685 3.560 2.397  0.05
C 1.987 2.202 2.204  -0.17
N 0.617 5.616 1.675  -0.11
C 1.300 6.617 0.849  -0.12
C 0.707 7.993 1.176  -0.07
N 0.102 7.909 2.547  0.05
C -1.129 7.034 2.536  -0.07
C -0.831 5.821 1.646  -0.13
H 4.638 3.147 5.263  0.08
H 4.256 3.536 3.582  0.07
H 5.083 2.027 3.972  0.09
H 2.217 2.686 4.869  0.12
H 3.079 1.202 5.191  0.12
H 2.884 -0.496 3.925  0.15
H 0.743 1.823 -0.938  0.15
H 1.893 4.062 3.331  0.12
H 1.187 6.431 -0.224  0.13
H 2.363 6.592 1.089  0.14
H -0.102 8.273 0.503  0.14
H 1.457 8.780 1.170  0.14
H -0.115 8.832 2.918  0.18
H 0.785 7.464 3.163  0.18
H -1.954 7.636 2.162  0.14
H -1.324 6.752 3.568  0.14
H -1.213 5.975 0.631  0.13
H -1.327 4.942 2.055  0.13

***

Here is a molecular structure, C42H40N2O6P2Ti from the OMol25 dataset. Energies are from ωB97M-V/def2-TZVPD.

Output
Total charge   +2
Gap between HOMO and LUMO (spin up / spin down)   3.10 / 3.10 eV

Last column: Löwdin charge in e.
Element x y z (Å)
Ti 1.541 -1.025 1.043  1.34
C -2.797 0.297 4.214  -0.10
C -3.170 0.156 2.924  -0.09
C -3.477 1.182 1.866  -0.19
C -2.247 1.869 1.303  -0.21
C -1.612 2.796 2.279  -0.12
C -2.018 3.177 3.498  -0.09
C -3.243 2.807 4.288  -0.18
C -3.054 1.500 5.048  -0.20
C 3.282 -1.857 1.629  -0.09
H -2.197 -0.493 4.713  0.11
H -3.249 -0.879 2.545  0.08
H -4.110 1.995 2.202  0.10
H -3.974 0.637 1.041  0.12
H -1.546 1.125 0.897  0.09
H -2.516 2.498 0.436  0.12
H -0.820 3.398 1.809  0.10
H -1.326 3.820 4.040  0.10
H -4.171 2.805 3.701  0.11
H -3.402 3.555 5.082  0.12
H -2.232 1.637 5.756  0.07
H -3.945 1.367 5.687  0.14
H 3.433 -2.016 2.738  0.08
H 3.870 -0.961 1.298  0.06
H 3.618 -2.751 1.075  0.07
P 0.152 -1.934 -2.910  1.04
P 1.785 0.452 -3.282  1.01
C -0.725 -0.450 -3.478  -0.34
C 0.050 0.599 -3.804  -0.32
C -0.369 -2.936 -4.443  -0.36
C -1.381 -2.556 -5.347  -0.10
C -1.723 -3.367 -6.434  -0.05
C -1.026 -4.552 -6.670  -0.05
C 0.024 -4.915 -5.820  -0.06
C 0.350 -4.116 -4.718  -0.10
C -1.072 -2.360 -1.607  -0.38
C -0.861 -1.871 -0.310  -0.15
C -1.789 -2.178 0.673  -0.09
C -2.837 -3.068 0.412  -0.03
C -3.020 -3.586 -0.879  -0.01
C -2.155 -3.190 -1.895  -0.05
C 2.436 0.717 -5.044  -0.34
C 2.103 -0.196 -6.067  -0.10
C 2.453 0.061 -7.394  -0.07
C 3.161 1.219 -7.726  -0.06
C 3.509 2.119 -6.714  -0.06
C 3.162 1.861 -5.387  -0.09
C 1.999 2.152 -2.603  -0.42
C 3.244 2.421 -2.003  -0.14
C 3.494 3.682 -1.469  -0.07
C 2.500 4.672 -1.505  -0.05
C 1.270 4.407 -2.118  -0.06
C 1.010 3.144 -2.650  -0.08
H -1.817 -0.475 -3.544  0.09
H -0.280 1.464 -4.388  0.10
H -1.927 -1.620 -5.232  0.09
H -2.539 -3.059 -7.085  0.12
H -1.292 -5.183 -7.517  0.12
H 0.595 -5.826 -6.006  0.12
H 1.175 -4.406 -4.062  0.10
H 0.020 -1.127 -0.118  0.03
H -1.678 -1.758 1.672  0.08
H -3.509 -3.376 1.211  0.13
H -3.834 -4.289 -1.082  0.13
H -2.312 -3.541 -2.908  0.11
H 1.542 -1.108 -5.827  0.09
H 2.164 -0.647 -8.184  0.12
H 3.438 1.416 -8.764  0.12
H 4.047 3.035 -6.948  0.11
H 3.434 2.581 -4.617  0.10
H 4.006 1.645 -1.972  0.10
H 4.468 3.895 -1.024  0.11
H 2.688 5.649 -1.056  0.12
H 0.507 5.186 -2.180  0.12
H 0.044 2.956 -3.103  0.09
O 0.887 -1.809 2.807  -0.06
C 1.109 -0.683 3.416  -0.44
O 1.444 0.274 2.599  -0.05
C 1.005 -0.489 4.890  -0.11
C 0.621 0.767 5.307  0.10
C 0.440 1.017 6.695  -0.07
C 0.779 0.053 7.635  0.13
C 1.184 -1.226 7.213  -0.08
C 1.293 -1.511 5.830  0.12
N 1.443 -2.233 8.224  -0.30
O 1.216 -1.952 9.417  0.11
O 1.898 -3.352 7.892  0.09
N -0.254 2.203 7.228  -0.28
O -0.880 2.985 6.451  0.05
O -0.217 2.407 8.449  0.12
H 0.478 1.542 4.567  0.14
H 0.604 0.219 8.703  0.15
H 1.629 -2.496 5.490  0.14

***

| no. | energy (a.u.) | largest force on an atom (Eh/bohr) |
| --- | --- | --- |
| 1 | -3497.742227 | 0.033 |
| 2 | -4482.706645 | 0.013 |
| 3 | -4435.433505 | 0.010 |
| 4 | -3716.570602 | 0.078 |